Here is C3H7N3 in the gas phase from the OMol25 dataset. Energies are from ωB97M-V with the def2-TZVPD basis set.

The energy relative to the best compared isomer or geometry (same formula, charge and spin) is 294.2 kJ/mol. The calculation puts the total energy at -282.66220 Ha. The value obtained for the LUMO energy is 0.95 eV. Its HOMO-LUMO gap is 8.887 eV.

Structure (ORCA input):
```
! RIJCOSX wB97M-V def2-TZVPD def2/J DEFGRID3
* xyz 0 1
N 0.087 -0.946 0.542
H -1.725 -1.826 0.824
H -0.210 -2.786 1.389
C 0.469 0.298 -0.264
H 0.809 1.956 1.055
H -0.443 0.561 -2.084
H -0.114 2.403 -0.355
H 0.854 -0.529 -2.080
N 0.428 0.282 -1.655
C 0.044 1.600 0.365
N 1.343 -0.609 0.392
H -0.883 1.504 0.925
C -0.657 -1.908 0.946
*
```

These are the Mulliken partial charges, in e, on atoms 1 to 2: 0.3607, 0.2407

---

Here is C18H25N3O3S in the gas phase from the OMol25 dataset. Energies are from ωB97M-V with the def2-TZVPD basis set.

The energy relative to the best compared isomer or geometry (same formula, charge and spin) is 155.1 kJ/mol. The calculation puts the total energy at -1489.12577 Ha. The value obtained for the LUMO energy is 0.54 eV. Its HOMO-LUMO gap is 8.767 eV. Its structure (SMILES) is CCCC/N=C1/NC(=O)[C@H](CC(=O)NCCc2ccc(OC)cc2)S1.

Structure (ORCA input):
```
! RIJCOSX wB97M-V def2-TZVPD def2/J DEFGRID3
* xyz 0 1
H -5.254 0.603 -0.224
C -0.573 -1.215 0.584
H -2.375 -0.399 -0.941
C -1.599 3.147 -1.275
C 1.325 -2.592 -0.510
H 3.163 2.266 -1.164
H -6.690 -1.089 0.919
S -0.049 -1.542 -1.099
H -2.798 0.815 0.296
C 2.600 -2.498 -1.343
C 2.702 1.530 0.795
H 2.353 -2.702 -2.386
H 3.294 -3.261 -0.983
H 4.723 2.034 1.270
N 0.419 -1.633 1.448
C -5.121 -0.462 -0.427
H -1.097 4.096 -1.488
C 0.076 2.292 0.182
H -2.674 3.315 -1.223
H 4.116 0.588 2.084
C 0.379 1.727 1.420
H 0.900 2.901 -1.714
H 1.891 0.905 2.675
O 2.469 -2.594 1.623
C 1.505 -2.276 0.963
H 0.342 -1.387 2.426
C 1.673 1.344 1.711
C 1.096 2.473 -0.744
H -7.232 -0.808 -0.737
C -3.965 -0.994 0.414
C 4.114 1.135 1.138
H 3.980 -1.615 0.571
H -6.313 -2.262 -0.344
H -0.419 1.590 2.132
N -1.630 -0.697 0.995
C -2.663 -0.254 0.112
H -1.383 2.432 -2.076
O 3.204 -0.329 -2.195
H 0.957 -3.625 -0.569
C 3.287 -1.132 -1.290
O -1.230 2.637 -0.017
H 4.813 0.805 -0.893
N 4.041 -0.951 -0.188
H -4.876 -0.569 -1.486
C 2.391 2.105 -0.428
H -3.824 -2.059 0.216
H -4.193 -0.878 1.475
H 5.791 0.014 0.365
C -6.420 -1.201 -0.129
C 4.772 0.270 0.057
*
```

These are the Mulliken partial charges, in e, on atoms 1 to 2: 0.2923, 0.2124

---

Here is 17 unconnected molecules or ions with the total composition H35O17 from the OMol25 dataset. Energies are from ωB97M-V with the def2-TZVPD basis set.

The energy relative to the best compared isomer or geometry (same formula, charge and spin) is 579.8 kJ/mol. The calculation puts the total energy at -1299.68809 Ha. The value obtained for the LUMO energy is -2.58 eV. Its HOMO-LUMO gap is 10.547 eV.

Structure (ORCA input):
```
! RIJCOSX wB97M-V def2-TZVPD def2/J DEFGRID3
* xyz 1 1
H 0.364 1.475 4.034
O -3.906 1.693 -2.707
H -0.207 -3.682 3.258
O 3.164 -0.305 3.362
O -0.850 2.032 1.420
O 0.237 2.057 -3.989
H 2.420 0.752 -3.068
O -0.792 -2.039 -0.223
H -0.216 1.741 -4.809
O -4.049 -0.274 -0.154
H 2.541 -0.496 -3.714
H -1.750 -4.198 3.425
H 1.505 -0.877 0.182
H -1.959 -0.918 -2.362
H -1.687 0.637 -0.819
O 3.631 3.105 -0.617
H -0.017 -1.003 1.748
H -4.837 -0.556 -0.603
O -1.862 -0.250 -3.131
H -4.282 1.708 -1.841
H 1.744 0.738 3.596
O 2.417 -0.148 -2.858
H -1.591 2.033 0.819
H 4.023 3.852 -1.076
H -1.111 4.250 -1.427
H -2.513 3.392 -1.495
H 3.129 -2.234 -0.917
H -1.751 -0.967 -3.851
H -3.769 0.851 -3.126
H 3.070 2.897 -1.449
H 2.855 -0.504 2.379
O -1.920 3.819 -0.853
O -0.832 0.565 -0.813
O 2.694 -2.932 -0.393
H -0.488 0.829 -1.689
O 1.962 -1.035 1.050
H 2.709 -3.707 -0.784
H -0.203 -0.144 3.043
H -0.755 2.931 1.845
H -1.189 -1.147 -0.279
O -1.149 -3.454 3.091
H 3.839 0.314 3.323
O 0.834 0.603 3.895
H -4.308 -0.030 0.654
H -1.596 -2.560 0.003
H 0.556 2.853 -4.243
H 2.209 -2.602 2.455
O -0.817 -0.438 2.240
H 1.980 -4.083 2.120
H -0.987 0.558 1.814
H 2.042 -1.827 1.205
O 1.467 -3.272 2.326
*
```

These are the Mulliken partial charges, in e, on atoms 1 to 2: 0.3263, -0.5905

---

- Look up the energy relative to the best compared isomer or geometry (same formula, charge and spin) of the first one.
  294.2 kJ/mol

---

- The highest LUMO energy belongs to which entry?
  C3H7N3

---

- LUMO energy of number 3 (H35O17)?
  -2.58 eV